No. 1
62
Properties=species:S:1:pos:R:3:lowdin_charge:R:1 method="wB97M-V/def2-TZVPD" orbital_gap_ev=6.943 charge=-2 energy_ha=-2232.475941 relative_energy_kcal_mol=19.86 max_force_ev_per_a=1.45
Sr 0.6119 1.6913 0.2766 1.520
O -0.0638 3.6692 3.9806 0.047
C -0.0773 3.2390 2.6618 -0.686
O -0.1657 1.9799 2.4492 -0.212
C -1.0666 4.1125 1.8721 -0.111
O -0.8682 3.8985 0.4822 -0.214
C -1.9952 3.9722 -0.3847 -0.120
C -2.1053 2.7758 -1.3623 -0.698
O -2.8849 2.9389 -2.3090 -0.034
O -1.4268 1.7568 -1.0569 -0.191
H 0.6373 3.1360 4.3879 0.095
H -0.9254 5.1650 2.1332 0.130
H -2.0659 3.7765 2.1635 0.136
H -1.9367 4.8955 -0.9668 0.118
H -2.9166 4.0009 0.2062 0.121
N 1.2352 2.9803 -2.1292 -0.043
C 2.6831 3.0766 -2.3714 -0.200
C 3.4752 3.3568 -1.0769 -0.605
O 4.5152 4.0475 -1.1840 -0.080
N 2.9393 2.8159 -0.0039 -0.079
C 3.5400 3.1624 1.2650 -0.160
C 2.4848 3.2001 2.3876 -0.516
O 2.6659 2.7597 3.5089 0.056
O 1.3423 3.7571 1.9867 -0.034
H 0.6947 2.7576 -2.9556 0.074
H 0.8957 3.8689 -1.7740 0.076
H 2.9641 3.8533 -3.0882 0.095
H 3.0222 2.1189 -2.7793 0.102
H 4.0148 4.1530 1.2290 0.117
H 4.3198 2.4614 1.5858 0.107
C -5.4756 -6.0412 -1.4824 -0.079
C -4.2522 -5.1788 -1.3197 -0.308
C -3.0744 -5.6869 -0.7879 -0.067
C -1.9461 -4.8912 -0.6246 -0.015
C -1.9711 -3.5582 -1.0167 -0.394
C -3.1463 -3.0337 -1.5631 -0.019
C -4.2654 -3.8367 -1.7000 -0.057
S -1.1323 -1.3513 0.2483 0.904
O -1.4660 -2.0631 1.4918 -0.455
O -0.8593 -2.7948 -0.8875 -0.273
N 0.3224 -0.7893 0.1590 -0.381
C 1.4107 -1.3228 0.8864 -0.401
C 1.4432 -2.6359 1.3746 -0.021
C 2.5778 -3.0336 2.0489 -0.085
C 3.6344 -2.1422 2.2237 -0.098
C 3.5046 -0.8754 1.6877 -0.143
N 2.4322 -0.4658 1.0089 0.083
H -5.3077 -7.0367 -1.0668 0.062
H -5.7592 -6.1642 -2.5313 0.069
H -6.3417 -5.6168 -0.9677 0.070
H -3.0381 -6.7274 -0.4782 0.097
H -1.0341 -5.2820 -0.1919 0.110
H -3.1589 -1.9943 -1.8670 0.115
H -5.1698 -3.4031 -2.1162 0.107
H 0.5926 -3.2830 1.2405 0.088
H 2.6320 -4.0410 2.4473 0.096
H 4.5337 -2.4163 2.7585 0.085
H 4.2956 -0.1400 1.7916 0.102
N 1.7722 -1.0341 -2.7160 0.022
H 1.1691 -1.6456 -2.1674 -0.019
H 2.3887 -0.6113 -2.0259 -0.009
H 1.1463 -0.2811 -2.9912 0.000



No. 2
20
Properties=species:S:1:pos:R:3:lowdin_charge:R:1 method="wB97M-V/def2-TZVPD" orbital_gap_ev=8.636 charge=+1 energy_ha=-344.676358 relative_energy_kcal_mol=56.78 max_force_ev_per_a=5.07
C -0.9998 -1.7759 -0.3288 -0.214
C -1.4150 -0.6076 0.5196 -0.234
C -0.2317 -0.0537 1.1504 -0.178
C -0.0751 1.2855 1.0496 -0.171
N 0.9836 2.0908 1.5068 0.074
N 0.3794 -1.7007 -0.8307 0.115
H -1.7667 -2.0325 -1.1641 0.158
H -0.9729 -2.8480 0.1412 0.159
H -2.0000 0.0654 -0.1955 0.143
H -2.2835 -0.8314 1.2503 0.155
H 0.3583 -0.6029 1.8465 0.112
H -0.7837 1.9545 0.5805 0.125
H 1.7659 1.7485 1.9943 0.075
H 0.8908 3.0970 1.5569 0.097
H 0.4063 -2.2158 -1.7666 0.200
H 0.8216 -0.7503 -0.9412 0.118
H 1.0612 -2.1000 -0.1274 0.186
H 1.2574 0.7600 -3.0502 0.056
H 0.9874 1.6615 -1.7918 0.061
O 0.8809 0.7841 -2.1764 -0.037



No. 3
130
Properties=species:S:1:pos:R:3:lowdin_charge:R:1 method="wB97M-V/def2-TZVPD" orbital_gap_ev=6.171 charge=+2 energy_ha=-3544.015542 relative_energy_kcal_mol=0.00 max_force_ev_per_a=0.64
Sn 0.1151 0.0511 1.0209 1.169
C -4.5058 -0.2560 -0.2164 -0.056
C -4.0965 -1.3678 0.7464 -0.376
C -5.3174 -2.0625 1.3484 -0.037
C -3.1575 -2.3582 0.0890 -0.137
C -3.6661 -3.3096 -0.7838 -0.025
C -2.8604 -4.3188 -1.2862 -0.035
C -1.5243 -4.3815 -0.9311 -0.016
C -0.9614 -3.4332 -0.0842 -0.149
C 0.4708 -3.6163 0.3844 -0.372
C 1.4388 -3.9313 -0.7515 -0.045
C 0.5202 -4.7065 1.4598 -0.025
C -1.7922 -2.4141 0.4030 -0.230
N -1.2541 -1.5300 1.3913 -0.091
C -1.5106 -1.9192 2.6873 -0.465
O -2.3422 -2.7241 3.0338 0.139
C -0.5800 -1.2988 3.6931 -0.160
C -0.5379 -1.5918 5.0440 0.061
C 0.5126 -1.0624 5.7913 0.025
C 1.4930 -0.2836 5.1834 0.060
C 1.3615 -0.0315 3.8289 -0.194
N 0.3387 -0.5138 3.1447 0.010
C 2.3195 0.7505 2.9858 -0.482
O 3.2736 1.2901 3.4974 0.137
N 2.0268 0.7934 1.6357 -0.069
C 3.1842 1.1557 0.8573 -0.193
C 3.2254 2.4009 0.2291 -0.138
C 4.3784 2.7717 -0.4550 -0.017
C 5.4886 1.9510 -0.4639 -0.033
C 5.4431 0.7285 0.1854 -0.018
C 4.2968 0.2957 0.8398 -0.142
C 4.3209 -1.0696 1.5022 -0.364
C 5.3298 -1.1159 2.6520 -0.039
C 4.6400 -2.1705 0.4869 -0.052
C 2.0649 3.3653 0.3005 -0.386
C 2.4831 4.7388 0.8239 -0.038
C 1.3736 3.4652 -1.0575 -0.052
H -5.1672 0.4621 0.2704 0.090
H -5.0388 -0.6561 -1.0812 0.091
H -3.6270 0.2886 -0.5778 0.046
H -3.5491 -0.9076 1.5736 0.085
H -5.9670 -2.4687 0.5739 0.082
H -5.9071 -1.3526 1.9268 0.087
H -5.0126 -2.8749 2.0045 0.091
H -4.7168 -3.2929 -1.0347 0.125
H -3.2817 -5.0758 -1.9339 0.124
H -0.9195 -5.1962 -1.2994 0.121
H 0.8139 -2.6866 0.8687 0.090
H 1.1439 -4.8295 -1.2897 0.085
H 2.4387 -4.1048 -0.3587 0.077
H 1.4975 -3.1152 -1.4747 0.053
H 0.2302 -5.6685 1.0369 0.096
H -0.1639 -4.4896 2.2814 0.082
H 1.5288 -4.8048 1.8596 0.086
H -1.2890 -2.2413 5.4692 0.138
H 0.5810 -1.2800 6.8479 0.131
H 2.3416 0.1147 5.7205 0.140
H 4.4234 3.7318 -0.9514 0.120
H 6.3920 2.2647 -0.9685 0.118
H 6.3210 0.0967 0.1834 0.121
H 3.3248 -1.2852 1.9092 0.116
H 6.3434 -0.9938 2.2703 0.087
H 5.2841 -2.0822 3.1544 0.088
H 5.1488 -0.3298 3.3812 0.075
H 5.6636 -2.0823 0.1236 0.087
H 3.9747 -2.1389 -0.3777 0.045
H 4.5466 -3.1515 0.9527 0.087
H 1.3535 2.9431 1.0170 0.063
H 3.1244 5.2576 0.1124 0.086
H 3.0271 4.6529 1.7634 0.095
H 1.6075 5.3705 0.9862 0.079
H 2.0974 3.6776 -1.8446 0.098
H 0.6179 4.2523 -1.0798 0.085
H 0.8867 2.5167 -1.3140 0.036
C -2.1791 3.2828 -0.3888 -0.125
C -1.4880 3.6191 0.9235 -0.350
P -1.2172 2.1751 1.9948 0.950
C -2.8695 1.5807 2.5051 -0.355
C -3.9517 2.6445 2.7123 -0.101
C -0.3253 2.8371 3.4459 -0.349
C -1.0482 3.9316 4.2324 -0.102
H -2.3317 4.1815 -0.9848 0.101
H -3.1536 2.8207 -0.2326 0.070
H -1.5693 2.5992 -0.9846 0.023
H -2.0888 4.3129 1.5171 0.092
H -0.5245 4.0987 0.7571 0.065
H -2.7217 0.9827 3.4102 0.098
H -3.1964 0.8811 1.7296 0.037
H -3.6533 3.4309 3.3986 0.063
H -4.8392 2.1660 3.1244 0.092
H -4.2392 3.1061 1.7703 0.071
H 0.6317 3.2084 3.0669 0.086
H -0.1018 2.0101 4.1165 0.073
H -1.3164 4.7848 3.6130 0.077
H -0.3820 4.2940 5.0132 0.092
H -1.9439 3.5527 4.7183 0.072
F -2.9378 -4.5304 -5.6237 0.104
C -2.4136 -3.6391 -4.7822 -0.264
C -1.0495 -3.6607 -4.5522 0.028
C -0.5099 -2.7261 -3.6862 -0.112
C -1.3330 -1.7931 -3.0615 -0.349
C -2.7036 -1.8088 -3.2909 -0.114
C -3.2534 -2.7289 -4.1676 0.016
Sb -0.4063 -0.2155 -2.0132 1.599
C 1.4746 -0.3051 -2.9313 -0.399
C 1.5085 -0.1629 -4.3220 -0.119
C 2.6975 -0.3053 -5.0119 0.031
C 3.8387 -0.6210 -4.2925 -0.252
F 4.9887 -0.7741 -4.9482 0.107
C 3.8281 -0.7974 -2.9222 0.027
C 2.6333 -0.6256 -2.2427 -0.126
C -1.2754 1.4685 -2.9584 -0.387
C -0.4417 2.3866 -3.5925 -0.131
C -0.9758 3.4734 -4.2646 0.033
C -2.3486 3.6308 -4.2828 -0.260
F -2.8682 4.6782 -4.9195 0.109
C -3.2035 2.7377 -3.6588 0.023
C -2.6570 1.6560 -2.9927 -0.137
H -0.4315 -4.3890 -5.0571 0.134
H 0.5596 -2.7199 -3.5286 0.096
H -3.3657 -1.1207 -2.7901 0.080
H -4.3137 -2.7563 -4.3713 0.136
H 0.6049 0.0506 -4.8795 0.115
H 2.7504 -0.1937 -6.0854 0.135
H 4.7386 -1.0637 -2.4092 0.123
H 2.6258 -0.7731 -1.1702 0.069
H 0.6314 2.2586 -3.5848 0.093
H -0.3482 4.1885 -4.7757 0.135
H -4.2707 2.8972 -3.7061 0.136
H -3.3297 0.9721 -2.5001 0.073



No. 4
62
Properties=species:S:1:pos:R:3:lowdin_spin:R:1 method="wB97M-V/def2-TZVPD" orbital_gap_ev="8.598 / 8.548" charge=+1 energy_ha=-3497.169854 spin_multiplicity=3 relative_energy_kcal_mol=28.71 max_force_ev_per_a=1.71
Ni 1.2321 -1.7817 -1.7078 1.801
Cl 0.0962 -0.0798 -0.2397 0.058
O -0.3689 1.8899 -3.8517 0.001
H -0.2992 2.4984 -4.5873 0.000
H -1.0389 2.2733 -3.2858 0.000
O -0.0867 -3.1821 -0.9869 0.028
H -0.9870 -3.0442 -0.6926 0.001
H 0.1952 -3.9763 -0.5331 0.002
O -1.5420 2.5490 -1.1238 0.001
H -1.5996 3.2824 -0.5115 0.000
H -1.1661 1.8352 -0.6087 0.001
O 1.7385 3.4260 -1.9345 0.000
H 1.5385 2.7591 -2.5914 0.000
H 2.2935 2.9764 -1.2973 0.000
O 2.0101 -3.4717 -2.8238 0.020
H 1.6866 -4.2048 -3.3474 0.002
H 2.9467 -3.6425 -2.7245 0.000
O 0.0781 -0.8507 -3.3374 0.022
H -0.3666 -1.2231 -4.0988 0.001
H -0.1943 0.0669 -3.3254 0.000
O -2.6706 -2.4959 0.1123 0.000
H -2.9661 -2.3571 1.0121 0.000
H -2.9533 -1.7110 -0.3570 0.000
O 2.7291 -2.2688 2.4058 0.001
H 2.2752 -2.6195 3.1721 0.000
H 3.6570 -2.3096 2.6371 0.000
O 2.6888 -0.5613 -2.3728 0.023
H 2.7715 -0.3111 -3.2930 0.001
H 3.4712 -0.2013 -1.9550 0.002
O -2.2983 4.0491 0.9814 0.000
H -2.6786 4.5719 0.2756 0.000
H -1.6168 4.6084 1.3540 0.000
O 1.4470 -0.3355 4.7302 0.000
H 0.5083 -0.1501 4.7025 0.000
H 1.7885 0.2549 5.4018 0.000
O -0.2697 1.8497 2.8529 0.001
H -0.3171 1.1305 2.2231 0.001
H 0.5422 2.3072 2.6341 0.000
O -3.3538 -0.1025 -3.6653 0.000
H -3.1780 -0.9807 -4.0031 0.000
H -3.2267 0.4743 -4.4186 0.000
O -1.5114 0.9851 5.0929 0.000
H -2.1784 1.6601 5.2184 0.000
H -0.9409 1.3358 4.4089 0.000
O 3.2220 0.7827 2.9250 0.000
H 3.1433 1.5587 3.4798 0.000
H 2.6460 0.1364 3.3333 0.000
O -5.1469 0.4290 0.4530 0.000
H -4.3207 0.2262 0.0143 0.000
H -4.9270 1.1298 1.0668 0.000
O -3.3041 -0.4158 -1.1443 0.000
H -2.4928 0.0832 -1.0491 0.000
H -3.4846 -0.4033 -2.0843 0.000
O 3.0005 2.1335 0.3214 0.000
H 3.6318 1.4273 0.4594 0.000
H 2.1681 1.7748 0.6291 0.000
O -0.4031 -2.2781 2.2303 0.000
H 0.5504 -2.2072 2.2750 0.000
H -0.6588 -1.6523 1.5526 0.000
O 2.5700 -2.3985 -0.2504 0.028
H 3.2644 -3.0300 -0.4384 0.001
H 2.6560 -2.2190 0.6859 0.001



No. 5
9
Properties=species:S:1:pos:R:3:lowdin_charge:R:1 method="wB97M-V/def2-TZVPD" orbital_gap_ev="8.394 / 7.763" charge=0 energy_ha=-726.297160 relative_energy_kcal_mol=147.42 max_force_ev_per_a=5.80
C -0.3899 0.9560 0.0736 -0.168
C 1.7221 -0.4365 -0.1725 0.046
O -2.9096 0.6372 0.3705 -0.361
O -1.7947 -1.0252 -1.1131 -0.345
F 1.6060 -1.3811 0.7511 0.010
S -1.7141 -0.0466 -0.0640 0.644
H -0.4586 1.5467 1.1242 0.061
H 2.1517 0.5187 0.1421 0.073
H 1.7872 -0.7695 -1.1119 0.041



No. 6
11
Properties=species:S:1:pos:R:3:lowdin_charge:R:1 method="wB97M-V/def2-TZVPD" orbital_gap_ev=10.719 charge=0 energy_ha=-173.216945 relative_energy_kcal_mol=15.77 max_force_ev_per_a=3.18 smiles="C=CCN"
C 0.6645 0.5222 0.2499 -0.328
C -0.6703 -0.2584 0.4894 -0.172
C -1.7991 -0.0483 -0.2146 -0.011
H 1.3886 -1.0639 -0.9217 0.113
H 2.5255 0.0586 -0.4115 0.070
H 0.9562 0.9993 1.2230 0.117
H 0.4097 1.2779 -0.4972 0.093
H -0.6929 -1.0887 1.1746 0.083
H -1.8270 0.7160 -0.9942 0.055
H -2.6315 -0.6817 -0.0154 0.036
N 1.6762 -0.4330 -0.0823 -0.055



No. 7
15
Properties=species:S:1:pos:R:3:lowdin_charge:R:1 method="wB97M-V/def2-TZVPD" orbital_gap_ev=11.243 charge=0 energy_ha=-287.747693 relative_energy_kcal_mol=53.19 max_force_ev_per_a=1.30 smiles="CCCN=C=O.[H][H]"
C -1.6956 0.6046 0.2956 -0.107
C -1.0451 -0.4517 -0.5951 -0.253
C 0.1199 -1.1732 0.0696 -0.221
N 1.1924 -0.2495 0.3715 0.033
C 1.7609 0.3164 -0.5484 -0.423
O 2.2936 0.8504 -1.4414 0.166
H -2.5364 1.0776 -0.2208 0.071
H -2.0791 0.1563 1.2195 0.075
H -0.9871 1.3927 0.5753 0.071
H -0.6857 0.0153 -1.5246 0.109
H -1.7781 -1.2100 -0.8864 0.107
H 0.5285 -1.9516 -0.5813 0.118
H -0.1806 -1.6323 1.0132 0.114
H 2.3040 0.9098 1.3160 0.071
H 2.7884 1.3452 0.9374 0.069



No. 8
60
Properties=species:S:1:pos:R:3:lowdin_spin:R:1 method="wB97M-V/def2-TZVPD" orbital_gap_ev="6.261 / 6.367" charge=+1 energy_ha=-7783.773206 spin_multiplicity=2 max_force_ev_per_a=1.79
Mn 0.0191 -0.3023 -0.2342 0.574
C -3.0551 3.5131 0.8916 -0.004
Si -2.6714 1.7107 0.5649 -0.008
C -3.8974 1.0952 -0.7056 0.000
C -3.1203 0.8526 2.1613 0.008
C -0.8826 1.5365 -0.0229 -0.066
Si -0.7234 2.1439 -1.8162 -0.010
C 1.0844 2.2755 -2.3175 0.001
C -1.4574 3.8416 -2.0826 -0.005
C -1.5350 1.0747 -3.1385 0.000
Si 0.2368 2.5281 1.0835 -0.007
C -0.0506 2.3038 2.9066 0.007
C 0.4324 4.3555 0.7810 -0.002
C 1.9156 1.7112 0.7883 0.000
C 3.1667 2.2377 1.0996 0.000
C 4.3005 1.4604 0.9636 0.002
C 4.1650 0.1456 0.5329 0.000
C 2.9053 -0.3209 0.2323 0.001
N 1.8095 0.4480 0.3365 -0.003
H -4.1093 3.6096 1.1679 -0.001
H -2.8734 4.1697 0.0418 0.000
H -2.4747 3.8845 1.7403 0.000
H -4.9109 1.1674 -0.3033 0.000
H -3.7132 0.0426 -0.9279 0.000
H -3.8699 1.6577 -1.6411 0.000
H -4.2125 0.8530 2.2339 0.000
H -2.7352 1.3840 3.0320 0.000
H -2.8057 -0.1872 2.2325 0.007
H 1.5702 3.1163 -1.8162 0.000
H 1.1338 2.4641 -3.3943 0.000
H 1.6842 1.3885 -2.1056 0.000
H -1.1347 4.5922 -1.3663 0.000
H -2.5494 3.8044 -2.0784 0.000
H -1.1472 4.1694 -3.0803 -0.001
H -2.3009 0.3989 -2.7701 0.000
H -0.7975 0.5022 -3.7099 0.000
H -2.0232 1.7523 -3.8436 0.000
H -0.9138 2.8679 3.2645 0.000
H 0.8278 2.6775 3.4409 0.000
H -0.1847 1.2540 3.1665 0.009
H -0.5258 4.8721 0.8573 0.000
H 0.8697 4.5870 -0.1907 0.000
H 1.0836 4.7749 1.5538 0.000
H 3.2378 3.2583 1.4545 0.000
H 5.2773 1.8616 1.2013 0.000
H 5.0184 -0.5114 0.4407 0.000
H 2.7475 -1.3425 -0.0876 0.000
Se -2.7546 -2.3370 -2.0063 0.001
N -1.9445 -2.9382 -3.4451 0.000
C -0.6921 -2.5158 -3.3979 0.000
C 0.3461 -2.6938 -4.3663 -0.001
C 1.5500 -2.1314 -4.0925 0.000
C 1.7803 -1.4173 -2.8688 -0.001
N 0.8782 -1.2653 -1.9434 -0.005
C -0.3598 -1.7763 -2.2316 -0.001
N -1.3081 -1.5441 -1.3559 0.001
H 0.1608 -3.2440 -5.2793 0.000
H 2.3684 -2.2177 -4.7932 0.000
H 2.7584 -0.9931 -2.6675 0.000
Se -0.3029 -1.2567 1.6931 0.502